ORCA calculation (ωB97M-V/def2-TZVPD) on C4H8NPS as an isolated structure.

```
15
Properties=species:S:1:pos:R:3
C -0.305 0.035 -0.178
C 1.305 -0.863 -1.958
C 1.010 -1.955 -0.949
C -1.576 1.518 1.965
N 0.982 0.437 -1.560
P -1.341 1.402 0.159
S -0.521 -1.579 0.113
H 2.403 -0.895 -2.327
H 0.706 -1.139 -2.839
H 0.836 -2.955 -1.151
H 1.636 -1.994 -0.123
H -2.204 2.378 2.276
H -0.680 1.540 2.556
H -2.158 0.737 2.260
H -0.562 2.506 -0.313
```

Max |F| (Eh/bohr): 0.114
ΔE to the lowest compared entry with this formula, charge and spin (kJ/mol): 496.92
Spin multiplicity: 1
E_HOMO (alpha / beta) (eV): -6.68 / -8.58
Total charge: 0
DFT total energy (eV): -25886.2255
Gap between HOMO and LUMO (alpha / beta) (eV): 6.5 / 8.6